[1]
Density functional theory data (wB97M-V/def2-TZVPD) for C33H35F5N4P2Zr as an isolated structure in a non-equilibrium geometry.

Each line ends with the Mulliken charge.
CARTESIAN COORDINATES (ANGSTROEM)
Zr -0.128406 -1.820376 -3.590438  0.7686
P 1.193596 -1.239275 -6.057197  0.6480
P -2.366797 -0.246873 -6.003082  0.4065
F -2.348163 -3.089758 -1.883976  -0.3563
F 1.168693 -0.252119 -0.376539  -0.4064
F -0.303414 0.441797 1.845546  -0.3170
F -3.887513 -2.305133 0.395511  -0.2572
F -2.865051 -0.527479 2.180980  -0.2542
N -3.846156 -0.772777 -6.924205  0.3123
N 2.593226 -0.049606 -6.575723  0.4770
N -2.426782 1.343474 -6.945356  0.7183
N 1.918958 -2.416921 -7.411965  0.4254
C 4.664714 0.857539 -6.532462  -0.8476
C 2.749349 -4.346072 -8.239904  -0.7319
C -4.734573 -0.139651 -7.804286  -0.3240
C -0.118722 -0.723642 -0.230587  0.3773
C 3.738327 0.098912 -5.815722  -0.5221
C -2.557188 2.639105 -6.439424  -0.7416
C -1.928563 2.800183 -8.619355  -0.8093
C -1.676787 2.241114 -2.341278  -0.6059
C 1.679281 2.765036 -2.147892  -0.5876
C 2.063139 -2.260535 -8.789733  -0.2194
C -0.673621 -1.527356 -1.249625  0.1979
C 2.557234 -3.452756 -9.327404  -0.6429
C 0.693058 3.890112 -2.091526  -0.7821
C 2.354408 -3.683372 -7.078268  -0.3051
C -2.268857 3.543057 -7.449531  -0.8213
C -2.113350 1.459921 -8.305372  -0.4683
C -5.042652 -2.399533 -7.965490  -0.6422
C -0.820372 1.816449 -3.522545  0.6198
C -2.641303 -1.823646 0.177982  0.2365
C -1.243219 2.636655 -1.123461  -0.7373
C 4.085656 1.160748 -7.793122  -0.7767
C -0.842407 -0.392837 0.928350  0.1074
C -0.199960 3.672109 -0.839181  -0.8051
C -4.036530 -2.152635 -7.050868  -0.3481
C 1.603093 1.551859 -2.692136  -0.6383
C 0.105045 -0.421159 -7.253610  -0.6778
C -1.273634 -1.090372 -7.212750  -2.0114
C -2.128313 -0.907614 1.108760  0.6200
C -5.500656 -1.121886 -8.440925  -0.6892
C 0.292994 0.803369 -3.070538  3.5399
C -1.901493 -2.141358 -0.979535  -0.1169
C 2.820019 0.580393 -7.799264  -0.1487
C 1.361195 -2.952844 -2.487343  -1.0619
H -2.051323 0.608262 -8.955415  0.5460
H -0.116084 0.353739 -2.148817  -0.8611
H 3.781096 -0.326181 -4.821570  0.4217
H -0.274397 2.611542 -4.056359  0.6714
H 0.935620 -3.815878 -1.932017  0.4785
H -2.882453 2.808292 -5.423493  0.6744
H -4.741762 0.932458 -7.941551  0.4227
H 2.631339 3.061631 -1.666293  0.3880
H 1.216962 4.860080 -2.031656  0.5303
H 2.720822 -3.638254 -10.370900  0.4655
H -5.396510 -3.369428 -8.250376  0.4700
H -2.311800 4.618165 -7.375491  0.4735
H -1.709344 -1.107226 -8.224861  0.3713
H -1.223131 -2.146673 -6.884288  1.0216
H 1.829720 -1.340891 -9.301417  0.3038
H -3.384086 -2.826404 -6.519964  0.3383
H 3.115269 -5.349172 -8.291129  0.4728
H 0.056433 0.636212 -6.958598  1.0315
H 0.409466 3.331857 0.009805  0.3832
H 0.040037 4.006230 -2.978737  0.2091
H -6.286072 -0.942262 -9.149783  0.4626
H 2.510222 0.945399 -2.727426  0.3499
H 0.466971 -0.466658 -8.295512  -0.1089
H 1.983125 -2.393942 -1.756197  0.3524
H -0.609779 4.653694 -0.530527  0.4337
H 0.507785 -0.011112 -3.901277  -1.1688
H -1.774033 2.315177 -0.233240  0.5471
H 5.637519 1.152801 -6.193768  0.4615
H -1.579408 3.141786 -9.577593  0.5122
H -2.676466 1.779418 -2.426170  0.4451
H 2.080519 0.615731 -8.591667  0.3871
H -1.501469 1.331146 -4.257108  -1.5387
H 1.963011 -3.402485 -3.289691  0.4868
H 4.509883 1.720604 -8.607990  0.4786
H 2.330916 -3.991705 -6.043731  0.2861

Forces on atoms 1 to 2 (eV/Å):
-0.38 -0.77 4.47
5.46 1.23 -7.57

Summary:
- HOMO (eV) = -13.050
- charge = +2
- E (eV) = -74167.347
- HOMO-LUMO gap (eV) = 3.466


[2]
Density functional theory data (wB97M-V/def2-TZVPD) for C33H35N11OPRu as an isolated structure.

Each line ends with the natural charge from an NBO analysis.
CARTESIAN COORDINATES (ANGSTROEM)
Ru -0.151216 -0.596198 -0.418546  1.2796
P -0.612579 -2.803471 -3.303807  0.8035
O -2.653306 3.257698 2.682118  -0.6215
N 1.000974 3.591491 0.104928  -0.4314
N 1.272255 -1.215729 -4.695336  -0.2956
N -1.794658 -0.736918 -1.774787  -0.5252
N 1.013790 -0.640270 -2.585703  -0.5208
N 5.674921 -1.518004 7.555864  -0.1060
N -0.063450 -2.700448 -0.511168  -0.5082
N 0.024383 1.420322 -0.460074  -0.5652
N -4.600917 2.736647 3.711737  -0.7792
N -2.048363 -0.437758 1.177900  -0.4951
N 0.391619 -4.639892 -1.430707  -0.2875
N -3.169743 -1.626827 -3.235571  -0.2889
C -3.829705 -0.585535 -2.646697  -0.0411
C 4.788516 -0.793457 4.261047  -0.1502
C 0.625606 -1.483697 -3.534764  0.0636
C 1.096078 -1.869683 -5.984684  -0.4162
C -3.456854 -1.387713 2.847454  -0.2327
C 1.826138 -0.842826 2.073636  0.1067
C 2.871773 -1.717998 5.484144  -0.1789
C 1.107458 -0.683884 1.076410  -0.1121
C 0.350100 -3.564432 0.473178  -0.0621
C -0.028966 -3.382983 -1.664738  0.1244
C 0.631830 -4.768067 -0.090720  -0.0383
C 2.069433 4.180912 -0.726505  -0.2012
C -3.486894 2.437638 3.028628  0.6547
C 1.599814 5.507824 -1.336552  -0.4160
C -2.578478 -1.504533 1.785175  0.0514
C 0.621460 -5.702662 -2.402140  -0.4185
C 5.029151 -1.442676 6.605711  0.1938
C 4.224696 -1.322255 5.439623  0.0087
C -2.970034 -0.039438 -1.742222  -0.0451
C 1.924899 0.194915 -3.156019  -0.0620
C 2.095245 -0.153679 -4.467419  -0.0400
C 0.869387 5.852209 1.056393  -0.4220
C 4.008219 -0.634789 3.149038  -0.1220
C -1.938153 -1.699326 -2.688455  0.1027
C 2.638727 -1.010277 3.186693  -0.1120
C -3.735991 -2.491463 -4.264353  -0.4172
C 0.490392 2.456294 -0.188792  0.7083
C 2.087828 -1.564705 4.375105  -0.0710
C 0.556247 4.374770 1.287042  -0.2077
C -2.385489 0.771507 1.613301  0.0740
C 0.602025 6.217820 -0.404048  -0.4042
C -3.267575 0.986923 2.660146  -0.1552
C -3.810033 -0.120480 3.298432  -0.1053
H -5.310537 2.066090 3.943483  0.4072
H 2.733190 0.253142 -5.233954  0.2541
H 0.191461 -6.632145 -2.036425  0.2476
H 2.366576 3.470460 -1.495962  0.2170
H -1.941116 1.630239 1.127117  0.2278
H 2.415889 0.975863 -2.600993  0.2236
H -3.135845 -3.389757 -4.371817  0.2308
H 2.469677 -2.139480 6.395053  0.2675
H 2.062906 -2.020766 -6.458628  0.2460
H -4.473836 -0.019763 4.147513  0.2410
H -4.835761 -0.308537 -2.912709  0.2586
H 1.061420 4.000303 2.180445  0.2146
H -0.417952 5.919696 -0.659943  0.2055
H 2.482057 6.125747 -1.503600  0.2378
H -2.298602 -2.477454 1.396976  0.2077
H 0.613267 -2.833955 -5.852264  0.2264
H -4.762500 3.699380 3.963207  0.4308
H 2.928683 4.343008 -0.074156  0.2206
H 1.140344 5.328396 -2.308730  0.2220
H -3.861443 -2.276819 3.310579  0.2526
H 0.982830 -5.684391 0.352800  0.2602
H 0.666842 7.294855 -0.541590  0.2490
H 0.240330 6.437381 1.724833  0.2545
H 1.690567 -5.850230 -2.547352  0.2413
H 0.163750 -5.449341 -3.354007  0.2341
H 0.485108 -1.254132 -6.643744  0.2357
H -3.773958 -1.972763 -5.221102  0.2393
H 4.422911 -0.222769 2.239677  0.2485
H 0.394297 -3.280873 1.508088  0.2376
H 5.833956 -0.517734 4.246742  0.2679
H -4.747322 -2.774577 -3.983034  0.2464
H 1.044318 -1.847866 4.400126  0.2345
H 1.906219 6.079274 1.310849  0.2154
H -3.132721 0.800566 -1.090606  0.2410
H -0.515562 4.224053 1.423232  0.2403

Forces on atoms 1 to 2 (eV/Å):
-0.07 -0.95 -0.20
0.10 0.34 0.24

Summary:
- HOMO (alpha / beta) (eV) = -16.278 / -16.420
- spin multiplicity = 5
- charge = +3
- E (eV) = -65072.499
- HOMO-LUMO gap (alpha / beta) (eV) = 8.368 / 5.292


[3]
Density functional theory data (wB97M-V/def2-TZVPD) for C33H35N2O9PrS as an isolated structure in a non-equilibrium geometry.

Each line ends with the Mulliken charge.
CARTESIAN COORDINATES (ANGSTROEM)
Pr -0.688994 0.329058 -0.272589  -1.1122
S 2.489722 -1.172521 0.075583  0.6480
O 0.499004 -0.582239 -4.484184  -0.6068
O -1.904266 2.186435 -0.419819  0.1301
O -2.307172 4.209880 -7.248255  -0.7090
O 0.256259 0.175562 -6.376474  -0.7569
O -2.929636 3.884344 -1.173838  -0.8104
O 1.376132 -0.265702 0.508645  -0.0391
O -3.205735 5.241412 -5.711032  -0.6886
O -0.586338 0.633473 -2.481491  -0.2102
O 0.258826 2.956849 1.446979  -0.7463
N -2.541757 4.320431 -6.082167  1.0744
N 0.042219 0.253787 -5.203605  1.0920
C -4.338631 0.139934 1.260877  -1.8590
C -2.024360 2.649705 1.962983  -1.0745
C -2.034770 3.363521 -5.144490  -0.7168
C -4.099645 -1.168201 -1.570913  -1.5285
C 5.481474 3.009945 1.645197  -0.2576
C 4.375544 0.943554 0.093926  0.0779
C 1.038812 -3.736138 4.460862  -0.2231
C -3.246041 -1.480529 -0.400136  0.7334
C -1.259907 2.288960 -5.578323  -0.1960
C 6.290564 1.973357 1.184017  -0.5719
C 2.268001 -1.784550 3.748356  -0.2393
C 2.154853 -3.725994 2.315365  0.1600
C -2.215265 -1.337841 3.167998  -1.4326
C -1.674810 -3.138525 -1.572446  -1.8325
C 1.488563 -2.440409 4.701796  -0.7536
C 3.452728 -1.693653 1.527411  -1.3095
C -1.614848 -2.388873 0.910372  0.9780
C -0.750844 2.294900 1.268230  1.2274
C -1.830500 2.572090 -2.811133  0.1799
C -2.306667 3.488706 -3.777870  -0.4900
C 5.742821 0.947284 0.410459  -0.3060
C 1.368498 -4.377257 3.268357  -0.6480
C 3.786816 -0.174782 -0.731051  -1.0758
C -3.368443 -0.921390 0.885163  0.6513
C -0.750017 1.336050 -4.680772  -0.9967
C -2.145699 -2.361273 -0.396521  -0.0582
C -2.243781 2.898730 -1.392246  0.5348
C 2.613842 -2.421822 2.547000  0.3151
C -0.426613 -3.164160 1.361776  -0.3901
C 4.126153 3.026569 1.325932  -0.8858
C -2.385009 -1.515779 1.705935  0.4531
C -1.038142 1.480974 -3.292555  1.4140
C 3.578068 2.004333 0.549351  0.2211
H 3.349139 0.247654 -1.642632  0.3672
H -2.349599 1.794949 2.591054  0.0200
H -5.148815 -1.078793 -1.279854  0.3693
H -2.961394 -0.662934 3.583767  0.4206
H 4.263419 -2.345266 1.183030  0.5418
H -3.787372 -0.226514 -2.025520  0.1127
H -1.472525 -2.474904 -2.415951  0.2840
H 4.567902 -0.874107 -1.049166  0.5450
H 3.490551 3.832862 1.683834  0.4619
H 2.514185 2.033578 0.315926  0.3684
H -1.049027 2.191472 -6.635439  0.5695
H 2.594991 -0.765262 3.944260  0.3172
H -0.758313 -3.688236 -1.353593  0.3085
H -0.688440 -3.848009 2.170101  0.4635
H -2.434840 -3.861644 -1.875739  0.3735
H 1.224245 -1.934029 5.626319  0.3755
H 3.911089 -0.819876 1.997534  0.5056
H -4.192043 0.464886 2.289187  0.3935
H 5.906184 3.806024 2.251341  0.3578
H -5.367962 -0.204498 1.157882  0.4780
H 0.422437 -4.241865 5.199567  0.3657
H -2.910505 4.332731 -3.471930  0.5937
H -0.013712 -3.765143 0.550453  0.0579
H -2.331684 -2.293903 3.683870  0.3297
H 7.349523 1.964876 1.428257  0.3503
H -1.233144 -0.924937 3.402426  0.0753
H 0.364162 -2.498415 1.715976  -0.5441
H 2.393271 -4.239642 1.387308  0.2654
H -4.213970 1.013995 0.621683  0.0962
H -1.886096 3.543398 2.608568  0.3026
H 1.111155 1.085650 -1.193208  -0.1397
H 1.005172 -5.383418 3.076999  0.3712
H -4.028474 -1.955075 -2.325127  0.4063
H 6.395971 0.150357 0.061636  0.2995
H -2.806487 2.865836 1.206517  0.1709

Forces on atoms 1 to 2 (eV/Å):
-0.60 -0.84 1.07
-0.29 -0.19 -0.61

Summary:
- HOMO (alpha / beta) (eV) = -0.141 / -0.109
- spin multiplicity = 3
- charge = -2
- E (eV) = -81094.175
- HOMO-LUMO gap (alpha / beta) (eV) = 3.815 / 3.783